1.
Formula: C5H11NS2
Source: OMol25
Level of theory: the ωB97M-V functional and the def2-TZVPD basis

XYZ file:
```
19
Properties=species:S:1:pos:R:3
C 3.6427 -0.6033 0.6133
C 3.0979 0.2864 -0.3523
C 1.6052 0.7831 -0.1650
C -1.1196 -0.0955 -0.1305
C -2.1605 -1.2220 -0.0696
H 4.5853 -1.1359 0.1874
H 4.0090 0.1002 1.5238
H 2.9721 -1.4747 0.9970
H 3.1772 -0.2220 -1.3541
H 3.6507 1.1503 -0.3806
H 1.4244 1.2830 0.8148
H 1.3484 1.4554 -0.9702
H -1.8693 -2.0378 0.5207
H -2.1224 -1.4566 -1.1072
H -3.6633 0.2017 -0.3181
H -3.3752 -0.3518 1.0863
N -3.5365 -0.7593 0.2037
S 0.4676 -0.7039 -0.2469
S -1.4535 1.5109 0.1343
```

Results
E_tot (a.u.): -1048.18096
Total charge: 0
E_HOMO (Ha): -0.3207
M (g/mol): 149.284
Gap between HOMO and LUMO (eV): 8.7
SMILES: CCCSC(=S)CN

***

2.
Formula: C5H11NSi
Source: OMol25
Level of theory: the ωB97M-V functional and the def2-TZVPD basis

XYZ file:
```
18
Properties=species:S:1:pos:R:3
C -3.6538 -0.0466 -0.3343
C -2.6292 -0.2246 0.2949
C 0.5182 1.8261 0.7104
C 0.1439 -0.3158 -1.6245
C 2.1093 -0.9448 0.5144
N -0.6589 -1.0414 1.1030
Si 0.4815 -0.0263 0.2888
H -4.4485 -0.1255 -1.1225
H 0.1070 2.1234 1.6631
H 1.6036 1.9177 0.9860
H 0.1276 2.4059 -0.1256
H 0.1303 -1.3289 -1.8910
H -0.8810 -0.1795 -1.8122
H 0.9118 0.0272 -2.2762
H 2.8073 -0.1645 0.4437
H 2.1322 -1.5204 1.4673
H 2.2362 -1.5809 -0.3018
H -1.0372 -0.8010 2.0165
```

Results
E_tot (a.u.): -541.14251
Total charge: 0
E_HOMO (spin up / spin down) (Ha): -0.3716 / -0.3716
M (g/mol): 113.236
Gap between HOMO and LUMO (spin up / spin down) (eV): 8.3 / 8.3

***

- The lowest M belongs to which entry?
  C5H11NSi